[1]
This record from the Open Molecules 2025 dataset describes a molecular structure, C49H39GeNP2S6SbTc. The level of theory is ωB97M-V/def2-TZVPD.

Each line ends with the Mulliken spin population.
Element x y z (Å)
Tc -0.040 -1.589 0.279  0.7763
S 1.118 -2.933 -1.323  -0.0090
P 1.430 -1.005 -2.218  -0.0530
C 0.473 -0.199 -1.050  0.1694
P -0.588 1.133 -1.211  -0.0615
S -1.587 1.093 0.594  0.0189
C -1.836 0.836 -2.486  0.0235
C -2.898 -0.032 -2.236  -0.0027
C -3.809 -0.318 -3.240  0.0004
C -3.660 0.251 -4.497  0.0000
C -2.595 1.103 -4.754  0.0001
C -1.684 1.401 -3.752  -0.0003
C 0.143 2.710 -1.629  0.0022
C -0.696 3.820 -1.753  0.0002
C -0.173 5.026 -2.179  0.0009
C 1.180 5.127 -2.486  0.0002
C 2.013 4.027 -2.364  0.0016
C 1.493 2.813 -1.932  0.0136
C 3.183 -0.680 -2.217  0.0151
C 3.721 0.060 -1.163  -0.0121
C 5.093 0.231 -1.075  0.0021
C 5.924 -0.347 -2.025  0.0000
C 5.393 -1.103 -3.063  0.0000
C 4.024 -1.277 -3.161  0.0029
C 0.798 -1.094 -3.888  -0.0031
C -0.381 -1.812 -4.106  0.0039
C -0.948 -1.829 -5.367  0.0000
C -0.356 -1.116 -6.402  0.0010
C 0.794 -0.373 -6.179  0.0004
C 1.377 -0.357 -4.921  0.0006
H -3.022 -0.479 -1.257  0.0011
H -4.641 -0.981 -3.034  -0.0003
H -4.378 0.033 -5.277  0.0000
H -2.478 1.547 -5.734  0.0000
H -0.862 2.074 -3.959  0.0010
H -1.750 3.740 -1.513  -0.0006
H -0.818 5.890 -2.268  -0.0001
H 1.585 6.074 -2.820  0.0000
H 3.066 4.109 -2.598  0.0001
H 2.145 1.957 -1.837  -0.0056
H 3.059 0.496 -0.426  0.0041
H 5.515 0.807 -0.262  -0.0001
H 6.996 -0.215 -1.952  0.0000
H 6.048 -1.561 -3.793  0.0000
H 3.613 -1.883 -3.958  -0.0005
H -0.867 -2.336 -3.289  0.0008
H -1.857 -2.389 -5.541  -0.0002
H -0.802 -1.131 -7.388  0.0000
H 1.240 0.194 -6.985  -0.0001
H 2.269 0.228 -4.745  0.0004
S -1.363 -1.157 3.708  0.0326
Sb 0.511 -1.750 5.242  -0.0019
S 2.013 -2.649 0.478  -0.0214
S -0.079 -2.337 2.560  0.1176
S 1.852 -0.013 5.446  -0.0052
N -6.928 -3.759 -1.500  0.0069
C -5.852 -3.539 -1.164  -0.0028
C -4.509 -3.233 -0.750  0.0166
C -4.289 -2.379 0.327  -0.0080
C -2.993 -2.042 0.686  0.0155
C -1.890 -2.524 -0.027  -0.0597
C -2.137 -3.431 -1.065  0.0314
C -3.426 -3.782 -1.432  -0.0109
H -5.133 -1.980 0.874  -0.0007
H -2.850 -1.377 1.527  -0.0103
H -1.319 -3.890 -1.607  0.0040
H -3.599 -4.478 -2.243  -0.0009
C 1.324 1.495 2.276  -0.0019
Ge -0.377 2.407 2.108  0.0063
C -1.559 2.256 3.635  0.0012
C -0.979 2.377 4.894  -0.0037
C -1.747 2.224 6.042  0.0017
C -3.101 1.946 5.938  -0.0001
C -3.690 1.830 4.684  0.0013
C -2.924 1.985 3.541  0.0017
C -0.127 4.225 1.474  0.0025
C 1.168 4.667 1.371  0.0011
C 1.464 6.016 1.071  -0.0001
C 0.451 6.904 0.873  0.0003
C -0.903 6.491 0.949  0.0001
C -1.960 7.401 0.705  -0.0001
C -3.261 6.991 0.753  -0.0001
C -3.564 5.646 1.058  0.0003
C -2.562 4.751 1.304  0.0015
C -1.201 5.142 1.255  -0.0027
H 1.930 1.984 3.039  0.0009
H 1.853 1.517 1.323  -0.0037
H 1.146 0.465 2.578  0.0010
H 0.084 2.564 4.999  -0.0002
H -1.279 2.316 7.014  0.0001
H -3.699 1.821 6.831  0.0000
H -4.748 1.615 4.600  0.0000
H -3.405 1.869 2.575  0.0003
H 1.992 3.984 1.539  0.0002
H 2.496 6.337 1.013  0.0000
H 0.666 7.943 0.648  0.0000
H -1.717 8.432 0.475  0.0000
H -4.063 7.692 0.563  0.0000
H -4.597 5.327 1.103  0.0000
H -2.812 3.724 1.539  -0.0023

Its total charge is +1. The spin multiplicity is 2. The energy above the lowest of the compared OMol25 structures with the same formula, charge and spin is 35.8 kcal per mole. The strongest force on any atom comes out at 0.01731 hartree/bohr. The frontier orbital gap (spin up / spin down) comes out at 6.20 / 6.48 eV.

---

[2]
This record from the Open Molecules 2025 dataset describes C18H17FN4O3S in the gas phase. The level of theory is ωB97M-V/def2-TZVPD.

Each line ends with the natural charge from an NBO analysis.
Element x y z (Å)
C 1.915 -4.949 -0.651  -0.6297
C 1.700 -3.556 -0.185  -0.0068
C 0.902 -2.678 -0.947  -0.1914
C 0.785 -1.335 -0.564  -0.1217
C 0.026 -0.351 -1.368  0.6367
O 0.312 0.838 -1.231  -0.6241
N -0.893 -0.649 -2.347  -0.4544
N -1.428 0.305 -3.311  -0.6592
S -2.977 0.940 -3.140  2.2364
O -3.942 -0.105 -2.732  -0.9104
O -3.351 1.550 -4.413  -0.8944
C -2.716 2.231 -1.920  -0.4138
C -3.447 2.194 -0.727  -0.1755
C -3.234 3.137 0.296  -0.0131
C -4.037 3.144 1.556  -0.6347
C -2.191 4.080 0.123  -0.1665
C -1.493 4.150 -1.106  -0.2837
C -1.769 3.240 -2.116  0.4812
F -1.137 3.337 -3.313  -0.3277
C 1.440 -0.963 0.655  -0.2009
C 2.203 -1.820 1.456  0.2328
N 2.848 -1.323 2.595  -0.2156
C 4.061 -1.867 3.084  -0.0472
C 4.663 -0.929 3.853  -0.3281
C 3.768 0.212 3.825  -0.0288
N 2.708 -0.076 3.100  -0.2387
C 2.325 -3.134 0.998  -0.2313
H 1.087 -5.590 -0.372  0.2251
H 1.999 -4.980 -1.760  0.2222
H 2.791 -5.411 -0.202  0.2183
H 0.447 -3.027 -1.850  0.2029
H -1.160 -1.634 -2.457  0.4072
H -0.848 1.131 -3.361  0.4121
H -4.198 1.410 -0.631  0.2462
H -3.681 3.893 2.287  0.2204
H -5.088 3.354 1.338  0.2272
H -3.996 2.148 2.041  0.2259
H -1.916 4.737 0.931  0.2201
H -0.775 4.889 -1.360  0.2340
H 1.336 0.108 0.867  0.2620
H 4.484 -2.845 2.847  0.2235
H 5.603 -1.088 4.390  0.2343
H 3.952 1.161 4.296  0.2161
H 2.919 -3.877 1.528  0.2130

The spin multiplicity is 1. As for the structure (SMILES): Cc1cc(C(=O)NNS(=O)(=O)c2cc(C)ccc2F)cc(-n2cccn2)c1. The energy above the lowest of the compared OMol25 structures with the same formula, charge and spin is 0.0 kcal per mole. The strongest force on any atom comes out at 0.07437 hartree/bohr. The frontier orbital gap comes out at 8.97 eV.

---

[3]
This record from the Open Molecules 2025 dataset describes a molecular structure, C7HF18MnN3O15S6. The level of theory is ωB97M-V/def2-TZVPD.

Each line ends with the natural charge from an NBO analysis.
Element x y z (Å)
Mn 0.068 -0.406 0.243  1.6161
O -3.387 -2.704 -0.947  -0.7144
C -2.829 -1.537 -0.504  0.9581
O -3.517 -0.553 -0.268  -0.6717
O -1.535 -1.559 -0.457  -0.9503
H -2.537 -3.063 -1.278  0.4837
C 1.162 -1.195 4.415  0.8010
F 1.883 -0.632 5.370  -0.3075
F 0.999 -2.480 4.593  -0.2943
F -0.040 -0.625 4.405  -0.3104
S 1.946 -0.745 2.653  2.1120
O 1.369 0.556 2.384  -0.9212
O 3.385 -0.821 2.734  -0.8705
N 1.097 -1.685 1.467  -1.2498
S 1.901 -3.085 1.456  2.1686
O 2.771 -3.311 0.313  -0.9158
O 2.504 -3.461 2.713  -0.9402
C 0.520 -4.420 1.290  0.7599
F 1.049 -5.523 1.798  -0.3085
F -0.542 -3.991 1.950  -0.3073
F 0.188 -4.600 0.021  -0.3059
C 3.990 0.627 -1.241  0.7804
F 4.224 0.408 0.043  -0.2943
F 4.889 1.484 -1.745  -0.3214
F 4.168 -0.478 -1.931  -0.3047
S 2.167 1.274 -1.466  2.0936
O 1.827 1.775 -0.132  -0.9283
O 2.102 2.271 -2.498  -0.8608
N 1.184 -0.138 -1.577  -1.2192
S 1.270 -0.301 -3.178  2.1806
O 0.080 0.310 -3.698  -0.9143
O 2.520 -0.062 -3.867  -0.9101
C 1.041 -2.202 -3.403  0.7447
F 0.059 -2.699 -2.642  -0.3146
F 0.846 -2.529 -4.681  -0.3181
F 2.149 -2.819 -2.987  -0.3207
C -1.645 3.274 2.413  0.7590
F -0.390 3.239 2.846  -0.3082
F -2.498 2.533 3.108  -0.3029
F -1.976 4.555 2.432  -0.3036
S -1.606 2.593 0.649  2.1573
O -0.828 3.522 -0.148  -0.8929
O -0.896 1.304 0.772  -1.0358
N -3.269 2.428 0.290  -1.0862
S -3.820 3.722 -0.487  2.1588
O -5.259 3.672 -0.301  -0.9388
O -3.211 5.025 -0.249  -0.9363
C -3.432 3.311 -2.335  0.7447
F -3.285 2.021 -2.554  -0.2941
F -4.496 3.740 -3.046  -0.3388
F -2.359 3.981 -2.738  -0.3070

Its total charge is -2. The spin multiplicity is 6. The energy above the lowest of the compared OMol25 structures with the same formula, charge and spin is 13.1 kcal per mole. The strongest force on any atom comes out at 0.08888 hartree/bohr. The frontier orbital gap (spin up / spin down) comes out at 8.54 / 8.55 eV.